Computed, not measured: a molecular structure, C12H48MgN24O12 at a distorted geometry, with ωB97M-V/def2-TZVPD.

## Properties
electronic energy: -78998.816 eV
gap between HOMO and LUMO: 8.890 eV
LUMO energy: -4.188 eV
largest force on an atom: 0.2009 Eh/bohr
HOMO: -13.1 eV
total charge: +2

Last column: Löwdin charge in e.
Atoms and positions in Å:
1 Mg -11.57586 -1.48927 -26.46224  0.4426
2 C -12.22056 -7.95703 -26.40637  -0.7672
3 O -11.31966 -8.05501 -27.24770  0.0100
4 N -12.33438 -6.97634 -25.52079  0.1669
5 N -13.25735 -8.70537 -26.41562  0.1696
6 H -13.04217 -7.02277 -24.80178  0.1058
7 H -11.59148 -6.29226 -25.50494  0.0573
8 H -14.04307 -8.44721 -25.83588  0.1161
9 H -13.36121 -9.15062 -27.31621  0.1343
10 C -9.67805 -1.80377 -32.29629  -0.8398
11 O -10.53837 -2.68296 -32.21457  0.0246
12 N -9.50384 -0.90381 -31.46979  0.1885
13 N -8.82314 -1.73052 -33.23242  0.1766
14 H -10.12002 -0.62108 -30.72113  0.1019
15 H -8.80395 -0.20481 -31.67391  0.1235
16 H -7.86361 -1.52044 -32.99733  0.1266
17 H -8.96364 -2.49783 -33.87397  0.1333
18 C -8.41786 4.13633 -24.67611  -0.8733
19 O -8.73681 3.84975 -23.59024  0.0920
20 N -8.57846 3.36280 -25.72699  0.1685
21 N -7.82419 5.22358 -24.85443  0.1971
22 H -8.41910 3.80386 -26.62151  0.0906
23 H -9.24462 2.61666 -25.58697  0.0980
24 H -7.72351 5.94105 -24.15074  0.1487
25 H -7.66779 5.30796 -25.84868  0.1134
26 C -13.40085 0.52674 -31.18567  -0.7735
27 O -12.74921 -0.39058 -30.69596  0.0056
28 N -13.54274 0.63338 -32.49223  0.1812
29 N -13.90798 1.50469 -30.56693  0.1929
30 H -14.14414 1.32309 -32.91969  0.1202
31 H -13.15922 -0.18915 -32.93548  0.1280
32 H -13.86116 1.47445 -29.55847  0.1280
33 H -14.43552 2.19340 -31.08410  0.1303
34 C -12.49531 -3.41711 -24.11974  -0.7477
35 O -12.25241 -2.88927 -25.20362  0.0082
36 N -13.50993 -3.05933 -23.44355  0.2036
37 N -11.82645 -4.35027 -23.61602  0.2257
38 H -13.80070 -3.58760 -22.63332  0.1237
39 H -14.31887 -2.57302 -23.80303  0.1268
40 H -11.93871 -4.64060 -22.65519  0.1410
41 H -11.10138 -4.77005 -24.18007  0.0678
42 C -9.85855 0.54187 -28.07681  -0.5989
43 O -10.73895 -0.16972 -27.45700  -0.0248
44 N -8.74578 0.05164 -28.51582  0.1987
45 N -9.81867 1.85586 -28.17999  0.1905
46 H -8.62495 -0.95001 -28.46890  0.1392
47 H -8.34395 0.65053 -29.22290  0.1199
48 H -8.99634 2.22533 -28.63536  0.1180
49 H -10.54676 2.50661 -27.92208  0.1256
50 C -8.95206 -1.56983 -24.68119  -0.6310
51 O -10.00163 -1.81372 -25.37104  -0.0336
52 N -7.91219 -0.90773 -25.08954  0.2087
53 N -8.72412 -2.00023 -23.48622  0.2048
54 H -7.83348 -0.58002 -26.04166  0.1111
55 H -7.09535 -0.96448 -24.49824  0.1196
56 H -9.27184 -2.69249 -22.99544  0.1279
57 H -7.76808 -1.92054 -23.17039  0.1195
58 C -8.79702 0.88669 -21.84492  -0.8026
59 O -7.75394 1.00152 -22.47987  0.0181
60 N -9.99653 1.12752 -22.27170  0.1717
61 N -8.83098 0.75029 -20.57099  0.1671
62 H -10.04902 1.64022 -23.14031  0.0984
63 H -10.75595 1.02857 -21.61324  0.1028
64 H -9.67714 0.53559 -20.06303  0.1120
65 H -7.98367 0.69919 -20.02368  0.1290
66 C -14.06329 -2.32593 -27.89233  -0.7056
67 O -13.31734 -1.53132 -27.42167  0.0438
68 N -14.93381 -3.04412 -27.15320  0.1938
69 N -14.14483 -2.50100 -29.17660  0.2210
70 H -15.34781 -3.86347 -27.57435  0.1146
71 H -15.04813 -2.81584 -26.17600  0.1049
72 H -14.90583 -3.06773 -29.52271  0.1285
73 H -13.66183 -1.79387 -29.71212  0.0784
74 C -12.67562 0.74385 -24.81557  -0.7238
75 O -12.02649 -0.24575 -25.15791  0.0236
76 N -13.03438 1.70721 -25.52867  0.2198
77 N -13.04808 0.97960 -23.61568  0.2026
78 H -13.73196 2.31237 -25.11967  0.1365
79 H -12.66914 1.81876 -26.46369  0.1316
80 H -13.74474 1.70585 -23.53004  0.1286
81 H -12.82858 0.35441 -22.85341  0.1309
82 C -8.45253 -5.78353 -24.58746  -0.7538
83 O -9.53363 -5.33623 -24.93048  -0.0027
84 N -7.32181 -5.13185 -24.69455  0.1844
85 N -8.26036 -6.91967 -24.08475  0.2110
86 H -7.19407 -4.25423 -25.17785  0.1208
87 H -6.49206 -5.56028 -24.30974  0.1170
88 H -9.04401 -7.54848 -24.18765  0.1480
89 H -7.31418 -7.12631 -23.79820  0.1352
90 C -10.69102 -3.78208 -28.35014  -0.7516
91 O -10.75383 -2.76868 -27.72962  0.0283
92 N -10.97736 -3.85515 -29.59121  0.2271
93 N -10.63796 -4.91389 -27.72933  0.2265
94 H -11.11500 -4.73159 -30.07391  0.1379
95 H -11.03740 -2.97211 -30.07777  0.0919
96 H -10.23739 -4.95664 -26.80316  0.0795
97 H -10.60132 -5.74617 -28.30036  0.1124

Atomic forces in eV per Å
Mg -0.1 -2.2 -0.2
C 2.9 1.9 -1.9
O 0.1 0.3 0.6
N 1.0 2.0 1.7
N -3.5 -3.4 -0.6
H 0.4 0.3 -0.1
H -0.2 -0.2 0.4
H -0.1 -0.5 -0.6
H -0.6 -0.5 0.4
C -4.3 -5.5 -0.5
O -0.6 0.0 -0.1
N 1.1 7.4 7.1
N 3.9 -1.2 -5.7
H -0.4 -0.7 -0.3
H -0.3 0.0 0.0
H -0.1 0.0 -0.3
H 0.6 0.1 -0.3
C -0.7 -1.6 1.5
O -2.8 -2.8 5.5
N -0.6 -1.9 -2.8
N 3.2 5.4 -3.5
H -0.5 -0.7 -0.1
H 0.3 0.1 -0.5
H 0.0 -0.3 -0.4
H 0.9 1.9 0.4
C 2.0 -2.5 -1.9
O 0.4 -0.8 1.0
N 0.2 -1.0 -2.3
N -2.2 3.9 3.9
H 0.3 -0.6 -0.3
H -0.4 0.4 -0.8
H -0.3 0.4 -0.2
H 0.0 0.0 0.7
C 0.0 2.7 -4.6
O -0.4 -0.8 -0.8
N -6.0 2.0 4.1
N 3.9 -4.6 2.3
H 0.3 -0.1 -0.1
H 0.8 0.3 -0.5
H 0.0 -0.1 -0.4
H 0.6 0.1 0.3
C -4.1 -2.3 4.0
O 2.8 4.6 -3.2
N 2.4 -1.9 -1.4
N -1.0 2.7 -0.3
H 0.1 0.0 -0.5
H 0.8 -1.1 0.0
H -0.4 0.5 0.3
H 0.1 -0.4 -0.1
C -4.2 -1.1 -3.3
O 3.8 0.7 2.4
N 2.4 1.8 -2.3
N 0.2 -2.2 4.3
H 0.0 0.0 0.4
H 0.0 0.8 -0.6
H -0.2 0.2 -0.5
H -0.5 0.0 0.5
C 3.1 1.6 -1.7
O 0.0 -0.7 -0.6
N -3.7 0.0 -3.0
N 1.0 -1.7 6.3
H -0.4 0.0 0.2
H 0.0 0.6 -0.7
H 0.3 0.2 -0.1
H -0.1 -0.2 -0.4
C -2.3 -1.8 0.2
O 2.4 3.3 2.0
N -0.6 -0.6 0.6
N -0.4 -0.8 -2.2
H -0.2 0.2 0.6
H 0.2 -0.4 -0.4
H 0.3 0.4 -0.5
H 0.2 -0.1 -0.8
C 2.7 -4.4 0.3
O -0.4 1.3 1.3
N -1.6 4.8 -5.6
N -1.5 -0.3 5.6
H 0.4 0.5 -1.1
H -0.6 -0.1 0.1
H 0.4 -0.4 1.1
H -0.4 0.1 -0.3
C -0.6 3.2 -1.5
O -1.8 0.6 -0.8
N 3.2 2.7 -0.4
N -0.3 -5.2 2.3
H -0.4 -0.2 0.2
H 0.0 0.4 -0.4
H 0.6 -0.6 0.5
H -0.7 -1.1 0.0
C -1.7 -1.8 0.8
O 1.0 4.6 1.7
N -0.3 0.6 -4.5
N 1.0 -3.9 1.5
H 0.2 0.5 -0.2
H -0.3 -0.5 -0.6
H -0.1 0.0 0.1
H 0.1 -0.3 0.6